Entry 1:
2 unconnected molecules or ions with the total composition C9H14 in a non-equilibrium geometry. Source: OMol25; level of theory: ωB97M-V/def2-TZVPD.

Results
ΔE to the lowest compared entry with this formula, charge and spin ... 140.7 kJ/mol
HOMO energy ... -0.3244 Eh
Electronic energy ... -9558.72348 eV
Maximum force ... 0.098 hartree/bohr
Frontier orbital gap ... 9.812 eV
Molecular weight ... 122.21 g mol⁻¹
SMILES ... Cc1ccccc1.CC
Net charge ... 0

Bonds (Å) are listed after each position.
CARTESIAN COORDINATES (ANGSTROEM)
1 C 2.938 0.578 -1.041  C2 1.491, H8 1.133, H9 1.079, H10 1.012
2 C 1.504 0.948 -1.212  C1 1.491, C3 1.370, C7 1.441
3 C 0.547 -0.022 -1.075  C2 1.370, C4 1.431, H11 1.097
4 C -0.840 0.325 -1.132  C3 1.431, C5 1.464, H12 1.079
5 C -1.248 1.726 -1.258  C4 1.464, C6 1.370, H13 1.065
6 C -0.241 2.634 -1.457  C5 1.370, C7 1.328, H14 1.133
7 C 1.043 2.297 -1.426  C2 1.441, C6 1.328, H15 1.118
8 H 3.088 -0.490 -1.390  C1 1.133
9 H 3.239 0.731 -0.016  C1 1.079
10 H 3.505 1.227 -1.573  C1 1.012
11 H 0.911 -1.044 -0.914  C3 1.097
12 H -1.614 -0.427 -1.129  C4 1.079
13 H -2.302 1.853 -1.192  C5 1.065
14 H -0.559 3.688 -1.723  C6 1.133
15 H 1.876 3.040 -1.462  C7 1.118
16 C -1.873 -1.703 1.906  C17 1.494, H18 1.067, H19 1.215, H20 1.156
17 C -1.096 -2.750 2.635  C16 1.494, H21 1.099, H22 1.065, H23 1.029
18 H -2.750 -2.009 1.381  C16 1.067
19 H -2.276 -0.716 2.489  C16 1.215
20 H -1.233 -1.085 1.168  C16 1.156
21 H -0.514 -2.156 3.352  C17 1.099
22 H -0.437 -3.204 1.932  C17 1.065
23 H -1.669 -3.442 3.137  C17 1.029

=====

Entry 2:
2 unconnected molecules or ions with the total composition C9H14 in a non-equilibrium geometry. Source: OMol25; level of theory: ωB97M-V/def2-TZVPD.

Results
ΔE to the lowest compared entry with this formula, charge and spin ... 153.9 kJ/mol
HOMO energy ... -0.3250 Eh
Electronic energy ... -9558.58643 eV
Maximum force ... 0.106 hartree/bohr
Frontier orbital gap ... 9.820 eV
Molecular weight ... 122.21 g mol⁻¹
SMILES ... Cc1ccccc1.CC
Net charge ... 0

Bonds (Å) are listed after each position.
CARTESIAN COORDINATES (ANGSTROEM)
1 C 2.063 -1.363 -1.022  C2 1.446, H8 1.056, H9 1.120, H10 1.044
2 C 0.998 -1.482 -0.051  C1 1.446, C3 1.404, C7 1.382
3 C 1.156 -1.131 1.299  C2 1.404, C4 1.468, H11 1.069
4 C 0.031 -1.134 2.242  C3 1.468, C5 1.332, H12 1.204
5 C -1.196 -1.418 1.805  C4 1.332, C6 1.466, H13 1.150
6 C -1.288 -1.826 0.400  C5 1.466, C7 1.345, H14 1.134
7 C -0.241 -1.959 -0.433  C2 1.382, C6 1.345, H15 1.073
8 H 2.560 -0.436 -0.923  C1 1.056
9 H 1.701 -1.509 -2.071  C1 1.120
10 H 2.810 -2.092 -1.057  C1 1.044
11 H 2.105 -0.985 1.768  C3 1.069
12 H 0.417 -0.859 3.348  C4 1.204
13 H -1.986 -1.553 2.630  C5 1.150
14 H -2.299 -2.179 0.027  C6 1.134
15 H -0.386 -2.251 -1.456  C7 1.073
16 C -1.355 2.766 -1.359  C17 1.540, H18 1.069, H19 1.055, H20 1.085
17 C -0.288 2.812 -0.250  C16 1.540, H21 1.097, H22 1.108, H23 1.126
18 H -1.954 3.619 -1.598  C16 1.069
19 H -0.923 2.503 -2.285  C16 1.055
20 H -2.068 1.951 -1.297  C16 1.085
21 H -0.668 3.220 0.694  C17 1.097
22 H 0.192 1.849 0.011  C17 1.108
23 H 0.620 3.455 -0.423  C17 1.126

=====

Entry 3:
2 unconnected molecules or ions with the total composition C9H14 in a non-equilibrium geometry. Source: OMol25; level of theory: ωB97M-V/def2-TZVPD.

Results
ΔE to the lowest compared entry with this formula, charge and spin ... 161.3 kJ/mol
HOMO energy ... -0.3350 Eh
Electronic energy ... -9558.50948 eV
Maximum force ... 0.103 hartree/bohr
Frontier orbital gap ... 10.105 eV
Molecular weight ... 122.21 g mol⁻¹
SMILES ... Cc1ccccc1.CC
Net charge ... 0

Bonds (Å) are listed after each position.
CARTESIAN COORDINATES (ANGSTROEM)
1 C 2.864 1.961 -0.883  C2 1.572, H8 1.136, H9 1.075, H10 1.106
2 C 1.684 1.509 0.053  C1 1.572, C3 1.402, C7 1.367
3 C 0.786 2.451 0.572  C2 1.402, C4 1.381, H11 1.123
4 C -0.264 1.972 1.330  C3 1.381, C5 1.361, H12 1.129
5 C -0.330 0.661 1.693  C4 1.361, C6 1.396, H13 1.166
6 C 0.571 -0.260 1.156  C5 1.396, C7 1.381, H14 1.071
7 C 1.576 0.171 0.313  C2 1.367, C6 1.381, H15 1.041
8 H 2.818 1.384 -1.862  C1 1.136
9 H 3.844 1.661 -0.557  C1 1.075
10 H 2.898 3.022 -1.192  C1 1.106
11 H 0.620 3.473 0.137  C3 1.123
12 H -1.065 2.723 1.590  C4 1.129
13 H -1.207 0.269 2.353  C5 1.166
14 H 0.602 -1.313 1.356  C6 1.071
15 H 2.044 -0.634 -0.151  C7 1.041
16 C -1.608 -2.607 -0.189  C17 1.574, H18 1.087, H19 1.175, H20 1.025
17 C -2.681 -2.089 -1.218  C16 1.574, H21 1.040, H22 1.117, H23 1.159
18 H -2.190 -3.163 0.542  C16 1.087
19 H -0.943 -3.360 -0.798  C16 1.175
20 H -0.857 -2.000 0.156  C16 1.025
21 H -2.993 -1.110 -1.055  C17 1.040
22 H -2.440 -2.171 -2.305  C17 1.117
23 H -3.729 -2.551 -1.040  C17 1.159

=====

Entry 4:
2 unconnected molecules or ions with the total composition C9H14 in a non-equilibrium geometry. Source: OMol25; level of theory: ωB97M-V/def2-TZVPD.

Results
ΔE to the lowest compared entry with this formula, charge and spin ... 46.0 kJ/mol
HOMO energy ... -0.3329 Eh
Electronic energy ... -9559.70440 eV
Maximum force ... 0.040 hartree/bohr
Frontier orbital gap ... 10.097 eV
Molecular weight ... 122.21 g mol⁻¹
SMILES ... Cc1ccccc1.CC
Net charge ... 0

Bonds (Å) are listed after each position.
CARTESIAN COORDINATES (ANGSTROEM)
1 C -0.555 1.075 -0.125  C2 1.517, H8 1.092, H9 1.086, H10 1.082
2 C 0.401 0.067 -0.734  C1 1.517, C3 1.393, C7 1.392
3 C 1.779 0.255 -0.653  C2 1.393, C4 1.395, H11 1.085
4 C 2.629 -0.717 -1.180  C3 1.395, C5 1.381, H12 1.082
5 C 2.100 -1.690 -2.005  C4 1.381, C6 1.392, H13 1.086
6 C 0.734 -1.772 -2.264  C5 1.392, C7 1.390, H14 1.080
7 C -0.114 -0.891 -1.603  C2 1.392, C6 1.390, H15 1.084
8 H -0.216 1.407 0.859  C1 1.092
9 H -1.494 0.567 0.076  C1 1.086
10 H -0.655 1.922 -0.790  C1 1.082
11 H 2.106 0.967 0.098  C3 1.085
12 H 3.699 -0.558 -1.160  C4 1.082
13 H 2.726 -2.322 -2.626  C5 1.086
14 H 0.332 -2.530 -2.920  C6 1.080
15 H -1.180 -0.986 -1.777  C7 1.084
16 C -2.502 1.957 3.664  C17 1.528, H18 1.059, H19 1.086, H20 1.093
17 C -2.788 0.671 2.889  C16 1.528, H21 1.091, H22 1.089, H23 1.086
18 H -1.622 2.436 3.322  C16 1.059
19 H -3.355 2.627 3.701  C16 1.086
20 H -2.243 1.651 4.681  C16 1.093
21 H -1.844 0.210 2.597  C17 1.091
22 H -3.283 0.835 1.933  C17 1.089
23 H -3.405 -0.044 3.424  C17 1.086

=====

Entry 5:
2 unconnected molecules or ions with the total composition C9H14 in a non-equilibrium geometry. Source: OMol25; level of theory: ωB97M-V/def2-TZVPD.

Results
ΔE to the lowest compared entry with this formula, charge and spin ... 155.2 kJ/mol
HOMO energy ... -0.3250 Eh
Electronic energy ... -9558.57342 eV
Maximum force ... 0.083 hartree/bohr
Frontier orbital gap ... 9.823 eV
Molecular weight ... 122.21 g mol⁻¹
SMILES ... Cc1ccccc1.CC
Net charge ... 0

Bonds (Å) are listed after each position.
CARTESIAN COORDINATES (ANGSTROEM)
1 C -0.032 2.552 -0.780  C2 1.433, H8 1.121, H9 1.115, H10 1.102
2 C 0.636 1.542 -0.015  C1 1.433, C3 1.432, C7 1.392
3 C 0.289 1.052 1.285  C2 1.432, C4 1.372, H11 1.058
4 C 1.043 0.086 1.902  C3 1.372, C5 1.367, H12 1.048
5 C 2.158 -0.387 1.268  C4 1.367, C6 1.403, H13 1.189
6 C 2.548 -0.050 -0.037  C5 1.403, C7 1.432, H14 1.088
7 C 1.663 0.876 -0.679  C2 1.392, C6 1.432, H15 1.196
8 H 0.618 3.099 -1.511  C1 1.121
9 H -0.739 3.263 -0.292  C1 1.115
10 H -0.685 2.057 -1.518  C1 1.102
11 H -0.686 1.246 1.648  C3 1.058
12 H 0.664 -0.249 2.819  C4 1.048
13 H 2.843 -1.019 2.007  C5 1.189
14 H 3.258 -0.716 -0.522  C6 1.088
15 H 1.831 1.065 -1.848  C7 1.196
16 C -2.271 -1.660 0.246  C17 1.580, H18 1.115, H19 1.065, H20 1.091
17 C -1.545 -1.930 -1.131  C16 1.580, H21 1.138, H22 1.162, H23 1.077
18 H -1.795 -0.792 0.760  C16 1.115
19 H -3.302 -1.462 0.068  C16 1.065
20 H -2.259 -2.470 0.977  C16 1.091
21 H -0.428 -2.137 -1.071  C17 1.138
22 H -2.104 -2.784 -1.686  C17 1.162
23 H -1.703 -1.182 -1.889  C17 1.077